# 1
Molecular formula: C45H50BrN4O4PRu
Method: DFT, ωB97M-V/def2-TZVPD

Calculated values
- multiplicity = 2
- total energy (eV) = -143533.3771
- ⟨S²⟩ = 0.758
- total charge = +1
- frontier orbital gap (alpha / beta) (hartree) = 0.212 / 0.212
- F_max (eV Å⁻¹) = 2.3
- ΔE to the lowest compared entry with this formula, charge and spin (kJ/mol) = 298.2
- HOMO (alpha / beta) (eV) = -9.539 / -9.541

Positions of all 106 atoms, in Å:
O1 1.42156 -2.93550 -1.81387
C1 0.68576 0.99648 2.37660
H1 -1.77287 -1.45939 -1.93443
C2 -4.66452 5.06071 -0.06019
C3 -5.76389 4.12880 -2.10906
H2 -1.57694 -4.06432 -0.04204
H3 -3.92537 -2.94642 1.10804
H4 6.89066 -5.64246 -0.99960
C4 0.99819 1.33946 3.68380
C5 -0.04563 1.48421 4.75395
H5 5.92675 -0.93861 -2.21317
H6 -1.41600 2.30531 3.42216
H7 -0.72572 -4.77530 -1.42544
O2 0.19730 1.17559 5.90264
H8 -6.22190 -0.88997 0.28310
H9 -4.88752 4.31209 -2.73129
H10 -1.28108 -2.94223 -2.79776
C6 7.71337 -3.75297 -1.55144
H11 3.36845 -2.23792 2.92406
C7 -0.60060 -4.19561 -0.51024
C8 3.39649 0.76057 -3.86505
C9 -4.42656 2.64529 -0.59239
N1 1.61458 0.77559 1.44923
C10 -5.38100 3.83501 -0.65056
H12 -1.37111 -2.18017 1.54260
H13 -5.67593 1.38342 0.56278
H14 2.80981 -2.33065 0.54723
H15 -4.25526 -2.26989 -0.49588
H16 -1.96886 2.07905 5.03931
H17 4.06986 1.69555 -5.66819
Ru1 0.71865 -0.15202 -0.51194
C11 3.49904 3.12648 -4.17943
C12 -3.20688 2.69493 -1.25655
H18 3.61776 0.73086 0.98995
H19 3.06317 4.20248 -0.20612
C13 -2.31822 1.65691 -1.10504
O3 -1.49197 -0.23752 0.06302
C14 3.30378 1.24502 3.06079
C15 -6.66696 3.58727 0.13718
N2 2.60130 -0.22549 -1.79964
C16 2.11124 3.67267 -0.29080
C17 1.33041 -2.10263 3.57463
C18 -3.80362 0.42526 0.28827
H20 -6.31263 3.28940 -2.53919
H21 -4.00033 0.20059 3.02225
C19 2.33824 1.45586 4.03107
H22 1.67516 3.55642 0.69798
C20 3.01864 3.32143 -2.89297
H23 4.35554 1.33156 3.29543
H24 -3.79640 -1.55628 3.10769
H25 2.15093 -5.34405 -1.10249
H26 0.04703 -4.72936 0.18541
C21 -4.20785 -0.80350 1.10658
H27 -4.34086 4.85860 0.96283
Br1 -0.68968 1.66240 -2.12158
H28 8.25421 -1.74209 -2.11453
H29 1.58315 -2.02648 4.62432
C22 -5.72815 -0.93084 1.25518
P1 0.16118 -2.58018 -0.90817
H30 -7.22983 2.75011 -0.27962
H31 3.53422 -0.24734 -4.23196
C23 2.69759 -3.32636 -1.53690
C24 3.69383 1.84465 -4.66556
C25 2.89816 0.90117 1.78235
C26 2.97376 -4.65126 -1.22438
C27 5.34577 -4.17984 -1.33304
C28 -2.48513 0.55733 -0.23636
H32 -3.78473 5.32029 -0.65030
C29 2.70504 2.23786 -2.08664
C30 7.43893 -2.41856 -1.89582
H33 -6.46670 3.38673 1.19139
C31 -0.00377 -2.08850 3.17778
H34 2.92387 4.32757 -2.51348
H35 -5.33151 5.92511 -0.04677
C32 2.87606 0.92566 -2.57910
C33 6.14574 -1.96271 -1.94704
C34 4.27324 -5.06435 -1.08795
C35 5.07394 -2.82901 -1.66766
H36 4.48586 -6.09267 -0.82520
C36 -0.33270 -2.16294 1.84009
H37 -7.30234 4.47216 0.08123
C37 6.68899 -4.61387 -1.27179
H38 -0.32602 -1.44916 -2.98156
O4 2.30728 2.36014 -0.79880
H39 -2.50374 -0.53819 2.43605
H40 3.72835 3.98692 -4.79302
C38 2.01283 -2.24721 1.26962
H41 -6.40096 5.01461 -2.15485
C39 3.70183 -2.36577 -1.70475
H42 8.73803 -4.09678 -1.50922
C40 0.67385 -2.22834 0.86775
H43 -0.34309 0.85771 2.05569
C41 2.32998 -2.20069 2.62090
H44 1.42533 4.24376 -0.91864
C42 -3.72466 -2.10163 0.44394
N3 -1.25626 1.93718 4.34250
N4 3.54218 -1.04817 -1.92968
C43 -4.69871 1.47484 0.11365
H45 -2.65882 -2.06433 0.23755
C44 -0.92922 -2.04075 -2.29389
H46 -5.96307 -1.89304 1.71356
H47 2.59368 1.70288 5.05338
H48 -6.14535 -0.15544 1.89828
H49 -0.78756 -2.02262 3.92223
H50 -2.94718 3.52649 -1.89992
C45 -3.58489 -0.66706 2.50687

Results of the Mulliken charge analysis, in e, for atoms 1 through 5: atom 1 (O): -0.354, atom 2 (C): -0.503, atom 3 (H): 0.045, atom 4 (C): -1.608, atom 5 (C): -1.664


# 2
Molecular formula: C45H50CsN5OPSe
Method: DFT, ωB97M-V/def2-TZVPD

Calculated values
- multiplicity = 1
- total energy (eV) = -132156.4928
- total charge = +1
- frontier orbital gap (hartree) = 0.299
- F_max (eV Å⁻¹) = 0.6
- ΔE to the lowest compared entry with this formula, charge and spin (kJ/mol) = 8.7
- HOMO (eV) = -10.032

Positions of all 104 atoms, in Å:
C1 0.36639 4.69108 1.00595
C2 -3.23698 0.90621 -3.44399
C3 -0.27219 3.47873 1.22469
C4 4.15079 3.77665 5.65535
C5 0.62984 -4.91361 1.91564
H1 -3.78723 -1.95168 0.43721
C6 -3.46421 1.37889 -6.60692
H2 1.05192 -3.85907 4.75459
H3 0.77121 -7.60339 0.45970
H4 6.22455 0.53691 3.44280
C7 0.02926 -1.91501 -6.26593
C8 -2.77031 1.15737 0.12927
C9 2.46562 -5.13163 0.39766
C10 -2.16153 1.17381 -4.48475
N1 -2.47489 0.65766 -5.80583
C11 4.60885 2.60962 5.06649
C12 -3.29248 2.40644 -0.19776
C13 0.46706 -6.62706 0.08057
H5 1.00607 -2.28137 3.97435
H6 0.30841 5.47285 1.75200
C14 -4.61370 2.54633 -0.59088
C15 -2.11357 0.91482 3.11051
C16 0.88051 -2.78436 -5.61160
H7 1.71120 -3.24797 -6.12343
H8 -3.06998 1.14999 2.65828
Se1 3.38303 0.15426 0.47317
C17 -4.92782 0.17485 -0.32238
C18 -5.42306 1.42099 -0.66940
H9 -6.45097 1.51311 -0.99189
C19 2.57792 -3.55006 2.18980
H10 -5.00401 3.52142 -0.84427
H11 -0.35546 -5.22093 2.25003
H12 -5.57045 -0.69502 -0.35857
H13 1.26521 -3.76869 -3.74092
H14 -2.87419 1.14883 -2.44574
N2 4.30345 1.20722 2.98589
C20 0.48301 2.70064 -0.91862
H15 1.10224 0.23388 2.30110
N3 -3.08542 -1.22129 0.46475
C21 -1.02028 -1.33503 -5.56168
H16 0.14747 -1.68457 -7.31471
C22 -2.00694 0.85515 4.49507
N4 2.82776 2.47197 2.00471
C23 0.22757 0.41457 2.91460
H17 -0.61154 -6.54671 0.21265
H18 -2.00549 -1.29776 -3.64444
C24 -3.60824 0.03692 0.09734
H19 4.54035 4.06758 6.61958
H20 5.25439 -0.51980 2.38791
C25 4.54907 -3.73398 0.64372
H21 2.92092 -5.61316 -0.46107
C26 5.23067 0.12908 3.26056
C27 4.07438 2.28809 3.82881
C28 1.06866 4.90756 -0.17405
H22 2.86515 5.48646 5.52534
H23 -5.24699 0.68087 -5.58723
H24 4.57308 -2.67230 0.38644
C29 0.62915 -3.07227 -4.27889
C30 -1.96384 -0.46559 -6.35357
C31 1.31514 -3.93063 2.62685
C32 2.66823 4.26277 3.79111
H25 1.67774 4.07082 -2.05214
H26 -0.81152 3.31437 2.15109
H27 4.88358 -4.30923 -0.21757
C33 -0.99650 0.69968 2.30772
Cs1 0.48726 -1.99598 -0.55136
H28 -1.19835 0.77145 -4.17401
C34 3.12949 3.09744 3.20227
H29 -4.78279 -0.28264 -6.99824
H30 -3.55376 -0.13877 -3.45514
H31 3.11461 -2.77390 2.72264
C35 0.33791 0.38811 4.29483
H32 -2.66701 -1.20876 1.39096
H33 -5.52681 1.30169 -7.21132
H34 0.55125 1.91908 -1.66528
C36 -0.22254 2.47077 0.26018
C37 3.17260 -4.14886 1.08076
H35 -3.51144 2.39519 -6.20885
H36 1.93291 4.88763 3.30958
H37 -0.69618 0.57477 6.16614
C38 3.52974 1.32612 1.88292
C39 -4.83702 0.72733 -6.59449
H38 -3.08877 1.43559 -7.62849
H39 1.29916 0.19292 4.75298
H40 2.15788 2.77404 1.31224
H41 1.57157 5.84947 -0.33979
C40 -1.18263 -1.69189 -4.23158
H42 5.27059 -3.88663 1.44658
H43 -4.12073 1.51591 -3.62861
H44 0.68390 -6.61341 -0.98729
H45 -2.88265 1.02478 5.10614
H46 -2.01154 2.25415 -4.58613
C41 -0.78022 0.60475 5.08880
H47 5.34845 1.98729 5.54736
C42 1.19326 -5.52886 0.80459
C43 3.19748 4.58573 5.03001
O1 -2.25293 -0.82769 -7.48244
C44 0.71576 -3.32527 3.86401
H48 -2.64870 3.27621 -0.16380
P1 -1.01807 0.84282 0.47789
C45 1.12528 3.91056 -1.13764
H49 -0.37347 -3.37501 3.84839
N5 -0.38315 -2.54621 -3.59227
H50 4.89957 -0.43618 4.13236

Results of the Mulliken charge analysis, in e, for atoms 1 through 5: atom 1 (C): -0.867, atom 2 (C): -0.457, atom 3 (C): -0.316, atom 4 (C): -0.657, atom 5 (C): -0.739


Question: Number 1 is which compound?
Answer: C45H50BrN4O4PRu